Computed, not measured: 2 unconnected molecules or ions with the total composition C2H8N2O at a distorted geometry, with the ωB97M-V functional and the def2-TZVPD basis.

Summary:
* SMILES: [H]/N=C/N.CO
* energy relative to the best compared isomer or geometry (same formula, charge and spin): 176.5 kJ/mol

```
! wB97M-V def2-TZVPD RIJCOSX def2/J DEFGRID3
* xyz 0 1
C -1.7763 2.3711 -0.8573
O -1.1294 1.6299 0.1740
H -2.5988 1.8348 -1.3479
H -2.1702 3.2395 -0.3384
H -1.0220 2.7674 -1.5518
N 0.5987 -2.2962 -0.5395
C 1.2461 -2.1168 0.5533
N 2.0345 -1.0505 0.9025
H -0.9673 0.6979 -0.2474
H 0.1224 -3.1706 -0.3364
H 1.2345 -2.7660 1.4214
H 2.3948 -0.9291 1.8354
H 2.0329 -0.2113 0.3321
*
```

=====

Computed, not measured: 2 unconnected molecules or ions with the total composition C2H8N2O at a distorted geometry, with the ωB97M-V functional and the def2-TZVPD basis.

Summary:
* energy relative to the best compared isomer or geometry (same formula, charge and spin): 204.7 kJ/mol

```
! wB97M-V def2-TZVPD RIJCOSX def2/J DEFGRID3
* xyz 1 2
C 1.5732 -0.8802 -0.6780
N 0.6370 -1.1706 0.3963
H 1.4699 0.1396 -1.0397
H 1.3369 -1.5546 -1.5000
H 2.6248 -1.0230 -0.4216
H 0.8371 -0.5364 1.1816
H 0.9218 -2.0003 0.9086
C -1.5883 0.7048 0.5952
N -1.4664 1.7136 -0.2561
O -1.7672 0.8035 1.8003
H -1.5543 -0.3181 0.1293
H -1.7559 1.4787 -1.1943
H -1.2684 2.6429 0.0785
*
```

=====

Computed, not measured: 2 unconnected molecules or ions with the total composition C2H8N2O2, with the ωB97M-V functional and the def2-TZVPD basis.

Summary:
* SMILES: NCNC=O.O
* energy relative to the best compared isomer or geometry (same formula, charge and spin): 96.9 kJ/mol

```
! wB97M-V def2-TZVPD RIJCOSX def2/J DEFGRID3
* xyz 0 1
O -2.6027 -0.2215 -0.8628
C -1.7734 -0.5963 -0.0586
N -0.4759 -0.2427 -0.0961
C -0.0445 0.6721 -1.1378
N 1.3382 0.9979 -0.8888
H -2.0753 -1.2260 0.7891
H 0.2091 -0.8342 0.3385
H -0.7634 1.5033 -1.1140
H -0.1650 0.1964 -2.1034
H 1.6636 1.6694 -1.5794
H 1.4338 1.4247 0.0238
H 1.9388 -1.4378 2.3477
H 2.7237 -0.4514 3.2905
O 2.3626 -0.5808 2.4107
*
```

=====

Computed, not measured: 2 unconnected molecules or ions with the total composition C2H8N2O2, with the ωB97M-V functional and the def2-TZVPD basis.

Summary:
* SMILES: NC=O.NCO
* energy relative to the best compared isomer or geometry (same formula, charge and spin): 108.3 kJ/mol

```
! wB97M-V def2-TZVPD RIJCOSX def2/J DEFGRID3
* xyz 0 1
N 1.5107 -1.9414 0.5648
C 1.8199 -1.1454 -0.6104
O 0.6686 -0.4685 -1.0488
H 2.2606 -2.6003 0.7474
H 0.6931 -2.5204 0.3826
H 2.6169 -0.4539 -0.3525
H 2.2493 -1.7427 -1.4282
H 0.0471 -0.5199 -0.2979
C -2.2748 1.3178 0.3461
N -1.6695 2.5227 0.2371
O -1.7721 0.2616 0.0234
H -3.2835 1.3584 0.7824
H -0.6839 2.6228 0.0518
H -2.1824 3.3092 0.6021
*
```

=====

Computed, not measured: a molecular structure, C2H8N2O2 at a distorted geometry, with the ωB97M-V functional and the def2-TZVPD basis.

Summary:
* energy relative to the best compared isomer or geometry (same formula, charge and spin): 452.8 kJ/mol

```
! wB97M-V def2-TZVPD RIJCOSX def2/J DEFGRID3
* xyz 0 1
C -1.6991 0.1716 -0.4328
C -0.2545 0.4673 -0.0722
N 0.3827 1.3352 -0.9651
O 0.0350 0.6236 1.1782
H 0.2987 1.1094 -1.9456
H 1.3256 1.5860 -0.7013
H -1.7598 -0.2695 -1.4275
H -2.2720 1.0995 -0.4299
H -2.1317 -0.5119 0.2951
N 1.7752 -1.1293 1.2695
O 1.4121 -1.4864 0.0324
H 0.4316 -0.9052 -0.2374
H 1.4892 -1.8846 1.9135
H 0.9671 -0.2056 1.5229
*
```

=====

Computed, not measured: 2 unconnected molecules or ions with the total composition C2H8N2O2 at a distorted geometry, with the ωB97M-V functional and the def2-TZVPD basis.

Summary:
* SMILES: NCC(N)=O.O
* energy relative to the best compared isomer or geometry (same formula, charge and spin): 80.3 kJ/mol

```
! wB97M-V def2-TZVPD RIJCOSX def2/J DEFGRID3
* xyz 0 1
N 0.1765 -0.1338 -1.2615
C 0.9452 -0.7398 -0.1979
C 0.3490 -0.4332 1.1998
N 0.8948 -1.1931 2.2155
O -0.4627 0.4361 1.4048
H -0.3666 -0.8740 -1.6662
H -0.2796 0.6714 -0.9058
H 2.0228 -0.5575 -0.1355
H 0.9387 -1.8412 -0.1970
H 1.2809 -2.1089 2.0553
H 0.4899 -1.0679 3.1223
H -2.6738 2.8147 -2.2130
H -1.3983 2.7890 -1.4320
O -1.9169 2.2381 -1.9889
*
```

=====

Computed, not measured: 2 unconnected molecules or ions with the total composition C2H8N2O2 at a distorted geometry, with the ωB97M-V functional and the def2-TZVPD basis.

Summary:
* energy relative to the best compared isomer or geometry (same formula, charge and spin): 104.0 kJ/mol

```
! wB97M-V def2-TZVPD RIJCOSX def2/J DEFGRID3
* xyz 1 2
N -0.4347 1.5818 0.0103
C 0.3321 0.6655 0.7429
C -0.4439 -0.6573 0.9512
N -1.7649 -0.5571 0.6788
O -0.0272 -1.7014 1.3954
H -0.2649 2.5498 0.2267
H -0.4090 1.4465 -0.9976
H 1.3623 0.4917 0.3837
H 0.7514 1.0418 1.6866
H -2.2030 0.3401 0.6315
H -2.3051 -1.3236 1.0616
H 1.5422 -1.1714 -1.5711
H 1.7470 -1.7020 -2.8840
O 2.1178 -1.0044 -2.3160
*
```

=====

Computed, not measured: a molecular structure, C2H8N2O3 at a distorted geometry, with the ωB97M-V functional and the def2-TZVPD basis.

Summary:
* energy relative to the best compared isomer or geometry (same formula, charge and spin): 632.2 kJ/mol

```
! wB97M-V def2-TZVPD RIJCOSX def2/J DEFGRID3
* xyz 0 1
C -1.0221 0.6770 0.3798
C -0.1976 0.9252 -0.7765
N 1.2013 -0.5131 -0.8318
N 1.5868 -0.6067 0.6459
O 0.5331 -1.7440 -1.0956
O -2.1210 -0.1403 0.0802
O -0.5783 0.6514 1.5741
H -0.4126 -1.5215 -1.1550
H 0.7963 -0.1593 1.2803
H -2.5832 -0.2645 0.9202
H -1.2989 1.9036 -0.1946
H 1.7765 -1.5816 0.8831
H 2.4454 -0.0724 0.7615
H 0.5192 1.7293 -0.7321
H -0.6448 0.7167 -1.7396
*
```

=====

> Number 1 is which compound?

C2H8N2O

=====

> energy relative to the best compared isomer or geometry (same formula, charge and spin) of number 3 (C2H8N2O2)?

96.9 kJ/mol

=====

> Which of these has the lowest energy relative to the best compared isomer or geometry (same formula, charge and spin)?

number 6

=====

> Which value of energy relative to the best compared isomer or geometry (same formula, charge and spin) does entry 1 give?

176.5 kJ/mol